*i*
Computed, not measured: a single C2H5NO2 molecule, with the ωB97M-V functional and the def2-TZVPD basis.

Properties
SMILES: NCC(=O)O
HOMO level: -9.9 eV
Orbital gap: 10.4424 eV

Structure (ORCA input):
```
! wB97M-V def2-TZVPD RIJCOSX def2/J DEFGRID3
* xyz 0 1
O -1.8558 0.3697 0.9791
O -1.4573 -1.0418 -0.6927
N 1.3263 -0.1338 -0.9493
C -0.9887 -0.2381 0.0688
C 0.4855 0.2054 0.2120
H -1.4243 0.9611 1.6339
H 1.6644 -1.1633 -0.8079
H 0.4692 1.3341 0.2911
H 0.9427 -0.2102 1.1234
H 0.8379 -0.0830 -1.8586
*
```

---

*ii*
Computed, not measured: a molecular structure, C2H5NO2, with the ωB97M-V functional and the def2-TZVPD basis.

Properties
HOMO level: -8.8 eV
Orbital gap: 9.5216 eV

Structure (ORCA input):
```
! wB97M-V def2-TZVPD RIJCOSX def2/J DEFGRID3
* xyz 0 1
O 2.0749 0.5982 -0.4863
O -0.3485 0.3074 -0.8874
N -0.6686 0.3090 0.4373
C -1.8787 0.0903 0.7597
C 1.2741 -0.4101 -0.2041
H 1.8015 0.9721 -1.3421
H 1.3911 -0.7337 0.8227
H -2.1188 0.0431 1.8134
H -2.6650 0.0375 0.0079
H 1.1381 -1.2138 -0.9210
*
```

---

*iii*
Computed, not measured: 2 unconnected molecules or ions with the total composition C2H5NO2, with the ωB97M-V functional and the def2-TZVPD basis.

Properties
HOMO level (spin up / spin down): -10.3 / -10.3 eV
Orbital gap (spin up / spin down): 7.4906 / 7.4922 eV

Structure (ORCA input):
```
! wB97M-V def2-TZVPD RIJCOSX def2/J DEFGRID3
* xyz 0 1
O 1.0160 -0.8961 0.8717
O -0.0027 1.6800 2.3006
N -0.3561 0.7365 0.2870
C 0.1936 -0.3754 0.2022
C -0.0823 -0.8330 -1.2561
H -1.1080 1.1964 -0.2261
H 0.4882 -0.0356 -1.7906
H 0.6009 0.9835 2.5549
H -1.1371 -0.7404 -1.5356
H 0.3875 -1.7160 -1.4079
*
```

---

If you had to bet on the most stable structure above, which would it be? Bet on *i*.